A structure of composition C38H81N21O39S in a non-equilibrium geometry. Source: the OMol25 dataset; level of theory: wB97M-V/def2-TZVPD.

* multiplicity: 1
* lowest unoccupied orbital energy: -0.3 eV
* HOMO-LUMO gap: 8.186 eV
* HOMO: -8.53 eV
* net charge: 0

```
180
Properties=species:S:1:pos:R:3:forces:R:3:lowdin_charge:R:1
C 4.713808 -2.424720 -2.031867 -0.147 0.062 -0.031 -0.020
C 5.385711 -3.332130 -3.036850 0.209 0.194 0.243 -0.399
N 6.619567 -3.609741 -2.929263 -0.146 -0.108 -0.145 0.139
C 4.566540 -3.975787 -4.151478 -0.079 0.315 0.935 -0.082
C 3.152931 -4.182452 -3.667859 0.092 0.079 -0.561 -0.141
C 2.098770 -3.337667 -3.937293 0.236 -0.515 0.422 -0.073
C 2.416465 -2.170125 -4.871059 -0.693 -0.226 -0.019 -0.115
C 1.436020 -1.038971 -5.211549 0.422 0.864 -0.144 -0.171
C 1.699847 0.236839 -4.379198 0.321 -0.991 0.091 -0.181
C 1.451889 0.131686 -2.873063 -0.235 1.312 -0.134 -0.185
C 0.075068 0.666383 -2.458221 0.259 -1.280 -0.438 -0.158
C -0.394595 0.116787 -1.131488 -0.884 1.029 -0.220 -0.167
O 0.537628 0.405694 -0.066325 -0.087 -0.464 -0.305 -0.023
C 1.416229 -0.595407 0.196829 0.324 -0.096 -0.312 -0.546
C 0.904803 -1.949918 0.565278 -0.042 -0.040 -0.304 0.037
O 2.595691 -0.381803 0.123779 0.441 0.318 0.356 0.093
C 0.820926 -3.665259 -3.319204 0.332 0.961 -0.260 -0.128
C -0.411607 -2.816293 -3.499229 -0.113 -0.627 -0.267 -0.104
C -1.168964 -3.213760 -4.739111 -0.319 1.376 0.526 -0.329
C -2.629613 -3.129615 -4.635289 0.408 -1.264 0.170 -0.044
O -1.896001 -4.383283 -4.652546 -0.109 -0.935 -0.588 -0.024
C 0.652363 -4.767684 -2.549585 -0.593 -0.391 0.351 0.027
C 1.706586 -5.669270 -2.302553 0.013 0.681 -0.481 -0.356
N 1.705820 -6.799044 -1.608650 0.008 -0.485 0.299 -0.206
S 3.211764 -7.369566 -1.687122 -0.299 -0.027 0.160 1.032
N 3.900828 -6.236811 -2.572970 0.436 -0.131 -0.051 -0.221
C 2.958544 -5.337918 -2.867803 0.148 -0.147 0.077 -0.317
H 4.191701 -3.001186 -1.270017 -0.109 -0.180 0.020 0.089
H 5.442691 -1.803544 -1.518132 0.158 0.017 0.003 0.081
H 3.973071 -1.763475 -2.466788 -0.182 0.110 -0.148 0.058
H 6.961363 -3.122343 -2.103548 0.415 -0.041 -0.044 0.028
H 5.051012 -4.929068 -4.322514 -0.003 -0.118 -0.343 0.109
H 4.607814 -3.350991 -5.033384 0.093 0.012 -0.247 0.107
H 2.739000 -2.619852 -5.809701 -0.065 -0.142 -0.139 0.123
H 3.310005 -1.681015 -4.499600 0.231 0.119 0.168 0.085
H 1.686080 -0.718480 -6.222908 -0.011 -0.143 -0.213 0.112
H 0.389924 -1.301570 -5.265540 -0.062 -0.142 0.088 0.078
H 2.763296 0.413658 -4.501348 0.134 0.248 -0.189 0.071
H 1.192458 1.074893 -4.852829 -0.178 0.190 0.236 0.119
H 1.611672 -0.878494 -2.502115 0.012 -0.237 -0.027 0.100
H 2.178812 0.773980 -2.378700 0.253 -0.213 0.196 0.116
H 0.031486 1.750013 -2.508971 0.151 0.179 0.138 0.112
H -0.632066 0.298854 -3.207227 -0.352 0.156 0.049 0.117
H -0.647877 -0.935319 -1.213997 0.333 -0.317 0.192 0.118
H -1.327249 0.606847 -0.882597 0.131 -0.020 0.225 0.075
H -0.105475 -1.950506 0.946246 -0.121 -0.057 0.076 0.058
H 1.612047 -2.371723 1.267640 -0.047 -0.054 0.293 0.098
H 0.971925 -2.577173 -0.321778 -0.144 -0.127 -0.203 0.085
H -1.101523 -3.039967 -2.690020 0.060 0.109 0.301 0.118
H -0.261473 -1.748841 -3.531880 0.278 0.110 0.232 0.082
H -0.734858 -2.956406 -5.690379 0.222 -0.264 -0.401 0.143
H -3.023179 -3.072635 -3.634420 -0.569 0.908 -0.047 0.113
H -3.218045 -2.977854 -5.522743 -0.287 0.237 0.024 0.085
H -0.326215 -4.972050 -2.140369 -0.068 -0.020 0.103 0.128
C 2.100107 2.034726 1.815877 0.218 0.159 0.019 0.049
N 2.248987 3.201626 2.727379 -0.059 -0.241 -0.148 -0.431
O 3.191502 3.942869 2.560082 0.075 0.114 0.100 0.072
O 1.395870 3.337348 3.585156 0.041 0.125 0.081 0.039
H 2.916732 2.038267 1.106614 0.017 0.012 -0.014 0.087
H 2.121249 1.138901 2.428722 -0.095 0.012 0.031 0.112
H 1.148305 2.137302 1.310028 -0.065 -0.061 0.053 0.096
C -1.390972 4.491331 4.308387 0.139 -0.013 -0.201 0.048
N -2.449365 5.504689 4.053033 0.065 -0.142 0.084 -0.443
O -2.431627 6.107330 3.005832 -0.040 0.051 -0.008 0.086
O -3.271529 5.656571 4.939342 -0.076 0.093 -0.019 0.037
H -0.727502 4.448362 3.455862 -0.021 0.061 -0.033 0.074
H -0.857043 4.798290 5.202287 -0.041 -0.101 0.065 0.080
H -1.886925 3.537860 4.462708 -0.009 0.014 0.107 0.105
C 8.828122 -6.423888 -0.887713 0.003 -0.194 -0.052 0.054
N 7.859588 -5.699372 -0.023902 0.006 -0.114 -0.090 -0.429
O 7.214023 -6.338514 0.776823 -0.034 0.028 0.041 0.078
O 7.777911 -4.499153 -0.186935 0.075 0.057 -0.051 0.030
H 8.790578 -7.476468 -0.635174 -0.045 0.006 0.048 0.095
H 8.528032 -6.251643 -1.917793 0.023 0.115 0.005 0.101
H 9.811054 -6.005823 -0.694069 -0.019 0.084 -0.055 0.101
C -0.821167 -9.204711 0.291889 -0.176 -0.008 -0.059 0.044
N 0.399893 -9.797934 -0.314686 -0.091 0.076 -0.042 -0.453
O 0.256863 -10.606714 -1.205717 0.030 -0.023 -0.028 0.068
O 1.462532 -9.418210 0.126939 0.156 -0.051 0.061 0.017
H -1.688600 -9.629010 -0.198752 0.030 -0.035 -0.037 0.093
H -0.809011 -9.446578 1.350081 0.067 0.074 0.022 0.099
H -0.764890 -8.131100 0.137246 0.087 0.009 0.057 0.094
C -5.214460 0.043476 0.851549 0.066 -0.017 -0.164 0.048
N -4.005535 -0.411760 0.114512 -0.051 -0.017 -0.039 -0.422
O -4.131351 -1.310521 -0.685933 0.049 0.002 -0.024 0.083
O -2.955889 0.155906 0.356095 -0.204 -0.189 0.579 0.017
H -6.056961 -0.547370 0.533409 0.020 -0.109 -0.063 0.066
H -5.019128 -0.094531 1.909986 0.009 0.089 0.001 0.079
H -5.355867 1.094232 0.613691 0.080 0.026 0.023 0.088
C -2.566193 3.716419 -1.999527 0.311 0.132 0.446 0.042
N -3.477015 2.651937 -1.515168 0.055 0.019 -0.068 -0.408
O -3.303751 1.525560 -1.928328 -0.160 0.048 -0.183 0.062
O -4.344654 2.974182 -0.725417 -0.033 -0.016 0.017 0.059
H -1.857975 3.273595 -2.684512 -0.030 -0.091 -0.072 0.068
H -3.174565 4.463483 -2.498923 0.105 -0.119 0.391 0.073
H -2.061577 4.131757 -1.129443 -0.114 -0.011 0.054 0.109
C -2.565822 5.715446 -6.054736 -0.132 0.220 0.008 0.060
N -2.720989 4.603186 -5.081691 -0.153 0.147 -0.181 -0.421
O -3.710288 4.598431 -4.368523 -0.103 0.052 -0.631 0.035
O -1.845973 3.767043 -5.061283 0.000 -0.097 0.034 0.077
H -3.417519 6.378163 -5.958722 -0.047 -0.060 0.062 0.098
H -1.639295 6.230863 -5.816002 0.047 -0.115 -0.055 0.064
H -2.521849 5.275657 -7.046478 0.108 -0.057 0.023 0.106
C 6.286233 -3.065465 2.118692 0.070 0.046 -0.095 0.043
N 6.669126 -2.095226 3.179287 0.005 0.061 0.009 -0.454
O 7.787858 -1.624264 3.140081 0.007 0.009 -0.007 0.060
O 5.834985 -1.830253 4.020430 -0.043 -0.007 0.001 0.054
H 7.121957 -3.194957 1.444914 -0.025 0.049 0.107 0.058
H 6.032686 -4.000582 2.608978 -0.086 0.017 -0.004 0.103
H 5.424665 -2.652896 1.597653 -0.042 -0.046 0.107 0.098
C -5.312185 4.317057 7.038164 0.016 0.131 0.100 0.049
N -5.418070 3.173559 7.985457 -0.007 0.139 -0.032 -0.432
O -5.320358 3.403231 9.172062 -0.001 0.044 -0.070 0.068
O -5.598254 2.074394 7.500417 0.018 -0.064 -0.015 0.058
H -5.153909 5.223952 7.608499 0.022 -0.031 0.061 0.099
H -4.472522 4.122380 6.380304 -0.040 -0.024 -0.055 0.075
H -6.241642 4.361649 6.479012 0.028 -0.081 -0.064 0.104
C -10.411043 -0.388736 0.909192 -0.128 -0.102 -0.042 0.050
N -8.982668 -0.802644 0.848332 -0.083 -0.016 -0.005 -0.440
O -8.732835 -1.935373 0.503587 0.039 -0.025 -0.005 0.085
O -8.155233 0.034142 1.152044 -0.186 0.064 0.072 0.049
H -11.023886 -1.231491 0.614013 0.048 -0.040 -0.009 0.095
H -10.618669 -0.089629 1.931771 0.043 0.090 -0.011 0.101
H -10.535722 0.447327 0.228194 0.040 0.067 0.066 0.101
C 0.405647 6.706850 7.669258 0.133 -0.052 -0.137 0.049
N -0.501372 5.640180 8.177676 0.028 0.049 0.004 -0.447
O -0.316916 4.504735 7.780533 -0.026 -0.056 -0.071 0.041
O -1.364266 5.976738 8.953472 -0.041 -0.006 0.019 0.082
H 1.119857 6.256179 6.990035 -0.017 -0.054 0.014 0.094
H -0.211871 7.441960 7.161842 -0.033 0.045 0.092 0.102
H 0.903163 7.145945 8.528112 -0.078 0.059 0.025 0.102
C -6.029381 -1.668009 -7.412827 -0.158 -0.056 -0.041 0.046
N -4.807526 -2.214294 -8.065761 -0.063 0.007 -0.003 -0.453
O -4.953920 -3.036417 -8.941981 0.019 -0.019 -0.032 0.077
O -3.741961 -1.791004 -7.666576 0.038 0.008 0.013 0.049
H -6.896395 -2.132595 -7.866251 0.030 -0.036 -0.037 0.093
H -5.965244 -1.902863 -6.354608 0.062 0.078 0.018 0.098
H -6.029394 -0.594220 -7.571194 0.068 0.017 0.078 0.099
C -3.206990 -1.297689 3.702815 -0.162 -0.050 0.011 0.043
N -2.079426 -1.918844 2.957796 -0.112 0.026 0.012 -0.441
O -2.333560 -2.821506 2.189070 0.017 0.006 -0.039 0.074
O -0.974375 -1.471798 3.175135 0.095 0.050 0.062 0.064
H -4.125811 -1.792720 3.410201 0.034 -0.057 -0.013 0.094
H -3.009247 -1.430029 4.762356 0.053 0.061 0.006 0.103
H -3.222247 -0.244061 3.439818 0.097 0.025 0.052 0.091
C -5.309834 0.858188 10.629960 -0.138 -0.020 0.116 0.017
N -5.459578 -0.230270 11.638220 -0.006 0.073 -0.065 -0.452
O -6.464844 -0.232865 12.321606 -0.025 -0.019 0.033 0.054
O -4.566179 -1.045210 11.710235 0.017 -0.048 0.025 0.062
H -6.179864 1.496479 10.687866 -0.036 -0.025 0.052 0.081
H -4.405499 1.406952 10.869765 0.074 -0.082 -0.058 0.093
H -5.230555 0.393349 9.653237 0.116 -0.004 0.000 0.090
C 6.185746 3.350314 1.028321 -0.013 0.157 0.133 0.041
N 5.693384 3.650580 -0.344602 0.001 -0.039 -0.038 -0.453
O 5.274655 4.764608 -0.570848 0.004 0.013 0.004 0.068
O 5.746443 2.745210 -1.154283 0.002 0.012 0.038 0.048
H 6.076275 4.237891 1.638562 -0.069 0.043 -0.055 0.092
H 5.582791 2.537191 1.417077 0.041 -0.088 -0.027 0.089
H 7.226449 3.057203 0.944521 0.011 -0.120 -0.057 0.099
C 1.107126 9.471062 -6.010399 0.145 -0.040 -0.112 0.052
N 0.196077 8.399428 -5.524125 0.091 0.041 -0.008 -0.444
O 0.347149 7.280120 -5.970905 0.005 -0.003 -0.032 0.059
O -0.642582 8.715604 -4.708900 -0.071 -0.001 0.011 0.070
H 1.793830 9.037270 -6.726820 -0.021 -0.059 0.009 0.096
H 0.490057 10.237173 -6.469235 -0.030 0.040 0.091 0.101
H 1.634821 9.863815 -5.147041 -0.076 0.054 0.030 0.103
C 6.143604 0.398521 -5.141971 -0.085 -0.087 0.079 0.058
N 5.486903 1.423171 -6.004114 -0.008 -0.067 0.105 -0.443
O 4.273336 1.456480 -6.015378 0.059 0.021 -0.098 0.060
O 6.215427 2.157183 -6.633923 0.025 0.018 -0.031 0.070
H 5.372900 -0.177277 -4.642188 -0.043 0.036 -0.015 0.076
H 6.748281 -0.231653 -5.786764 0.070 0.059 -0.007 0.103
H 6.763475 0.926649 -4.424115 0.054 0.020 -0.050 0.103
C -0.135235 1.096667 8.354190 0.140 -0.034 -0.151 0.042
N -1.059846 0.041652 8.853018 0.074 -0.010 -0.060 -0.453
O -0.893322 -1.091752 8.453205 -0.039 -0.008 -0.012 0.068
O -1.924599 0.394219 9.625268 -0.068 0.026 0.022 0.061
H 0.576028 0.640910 7.675804 -0.027 -0.079 0.014 0.094
H -0.737553 1.843647 7.847019 -0.011 0.087 0.126 0.082
H 0.365983 1.527350 9.214941 -0.100 0.076 0.030 0.101
```
Forces are in eV/Å.